# 1
{"formula": "C12H25Cl9GaO3", "method": "ωB97M-V with the def2-TZVPD basis set", "charge": -1, "homo_energy_ev": -5.3101, "homo_lumo_gap_ev": 7.23, "elements": ["C", "C", "C", "O", "Ga", "C", "C", "O", "O", "C", "C", "C", "Cl", "H", "H", "H", "H", "H", "H", "H", "H", "H", "H", "H", "H", "H", "H", "H", "H", "H", "C", "Cl", "Cl", "H", "H", "C", "Cl", "Cl", "H", "H", "C", "Cl", "Cl", "H", "H", "C", "Cl", "Cl", "H", "H"], "coordinates": [[-2.29324, -0.85702, -5.35749], [-3.16169, -1.99558, -4.82411], [-2.83738, -2.38351, -3.35200], [-1.98440, -1.45984, -2.73716], [-0.63017, -2.12652, -1.61951], [-1.31038, -1.72037, 0.28816], [-0.26046, -1.67710, 1.28475], [0.22674, -0.69513, 1.81122], [0.21272, -2.93585, 1.64364], [1.00251, -0.94025, -1.97322], [2.34363, -1.41542, -1.45131], [2.55926, -2.91979, -1.38443], [3.72647, -0.76516, -2.47674], [-2.45182, 0.05914, -4.78875], [-1.23406, -1.11383, -5.33426], [-2.56590, -0.65088, -6.40061], [-4.21329, -1.69869, -4.90057], [-3.01137, -2.87259, -5.46107], [-3.78848, -2.42871, -2.79564], [-2.40299, -3.39434, -3.34716], [-0.40781, -3.67902, -1.90966], [-1.79855, -0.74335, 0.25103], [-2.02226, -2.50835, 0.53935], [1.15547, -2.97744, 1.44105], [0.76577, 0.01171, -1.48402], [1.04283, -0.74760, -3.04712], [2.49680, -0.98758, -0.45847], [3.58286, -3.14033, -1.06805], [1.87358, -3.37922, -0.66859], [2.39449, -3.38275, -2.35977], [1.57301, 2.08143, 2.48672], [0.68512, 3.22759, 3.50938], [3.31001, 2.10180, 2.84333], [1.18777, 1.08279, 2.65745], [1.43432, 2.36828, 1.45238], [-3.75382, -5.73988, -0.48819], [-3.05447, -6.35453, -1.99190], [-2.53587, -5.11019, 0.62096], [-4.43639, -4.93578, -0.73575], [-4.27348, -6.55648, -0.00211], [0.61879, 6.58909, 5.52756], [-0.65467, 5.39443, 5.74388], [1.01997, 7.43472, 7.03839], [1.50920, 6.07772, 5.17860], [0.28517, 7.32518, 4.80628], [4.00018, 8.16357, 4.79535], [4.30174, 6.45430, 4.46398], [3.90791, 9.12547, 3.31275], [3.05620, 8.24940, 5.31825], [4.81040, 8.54647, 5.40320]], "forces_ev_per_angstrom": [[-0.236, -0.022, -0.306], [0.170, 0.120, 0.184], [0.118, 0.348, -0.032], [-0.021, -0.294, 0.016], [0.324, 0.198, -0.159], [-0.370, 0.282, 0.459], [0.062, 0.172, 0.148], [0.225, -0.065, -0.298], [-0.046, -0.337, -0.358], [-0.162, 0.018, 0.245], [-0.423, -0.228, 0.142], [0.292, 0.012, -0.049], [0.137, 0.218, 0.066], [0.156, -0.095, 0.065], [-0.021, 0.075, 0.122], [0.052, -0.023, 0.070], [0.046, -0.075, -0.076], [-0.170, 0.003, -0.013], [-0.025, -0.172, -0.007], [-0.058, 0.005, 0.049], [-0.117, -0.034, 0.016], [-0.029, -0.138, -0.076], [0.080, 0.031, -0.197], [0.021, 0.178, 0.378], [0.079, 0.065, -0.218], [-0.031, -0.142, -0.006], [0.216, -0.005, -0.079], [-0.072, 0.002, -0.019], [-0.109, 0.035, -0.114], [-0.078, 0.024, 0.082], [-0.031, -0.119, -0.038], [0.009, -0.003, -0.011], [0.011, 0.010, -0.002], [0.009, 0.025, 0.013], [0.021, 0.043, -0.006], [-0.037, 0.038, 0.044], [0.005, -0.024, -0.017], [0.008, -0.134, 0.004], [0.032, 0.027, -0.045], [0.005, -0.012, 0.004], [0.070, -0.084, -0.124], [-0.088, 0.049, 0.085], [0.000, 0.012, -0.015], [0.008, -0.021, 0.025], [-0.030, 0.026, 0.028], [0.006, -0.017, 0.019], [-0.025, -0.001, 0.019], [-0.005, 0.024, 0.007], [-0.018, 0.012, 0.004], [0.041, -0.007, -0.033]], "nbo_charge": [-0.594, -0.415, -0.042, -0.928, 1.345, -0.987, 0.798, -0.673, -0.751, -0.928, -0.137, -0.625, -0.170, 0.213, 0.208, 0.181, 0.178, 0.182, 0.128, 0.152, -0.367, 0.233, 0.242, 0.484, 0.213, 0.228, 0.199, 0.204, 0.208, 0.219, -0.389, -0.059, -0.052, 0.271, 0.222, -0.399, -0.027, 0.002, 0.221, 0.211, -0.402, -0.003, -0.049, 0.236, 0.221, -0.399, -0.015, -0.031, 0.222, 0.220]}

# 2
{"formula": "C2H5ClNS", "method": "ωB97M-V with the def2-TZVPD basis set", "charge": 1, "relative_energy_kj_mol": 21.5, "homo_energy_ev": -14.5746, "homo_lumo_gap_ev": 9.04, "elements": ["C", "C", "N", "S", "Cl", "H", "H", "H", "H", "H"], "coordinates": [[1.53736, -0.41293, -1.39319], [0.68448, -0.07006, -0.13340], [-0.59340, 0.61481, -0.69133], [1.08618, 0.36902, -2.77924], [2.68128, -1.62631, -1.27623], [1.24670, 0.76807, 0.42919], [0.55843, -0.87590, 0.44211], [-1.37708, -0.10938, -0.66905], [-0.30586, 0.63637, -1.76670], [-0.97768, 1.40918, -0.20315]], "forces_ev_per_angstrom": [[-1.773, 0.992, -0.935], [1.483, 5.481, -2.435], [-0.956, -4.061, 0.896], [1.661, -1.157, -0.102], [0.132, 0.265, 0.277], [-0.753, -1.523, -0.682], [-1.039, -2.983, 2.294], [1.096, 1.054, 0.090], [-0.303, 1.277, 0.531], [0.450, 0.656, 0.066]], "nbo_charge": [-0.180, -0.285, -0.736, 0.199, 0.226, 0.271, 0.241, 0.437, 0.375, 0.451]}

# 3
{"formula": "C4H6N2", "method": "ωB97M-V with the def2-TZVPD basis set", "relative_energy_kj_mol": 254.2, "homo_energy_ev": -9.2560, "homo_lumo_gap_ev": 10.19, "smiles": "[H]/N=C1\\N[C@@H]1C=C", "elements": ["C", "C", "C", "C", "N", "N", "H", "H", "H", "H", "H", "H"], "coordinates": [[-1.31552, -0.23780, 0.05992], [-0.14072, 0.26072, 0.77273], [1.22653, -0.22665, 0.49222], [1.81272, -0.15327, -0.68957], [-2.12324, -1.16351, -0.09890], [-0.83378, 0.98063, -0.31833], [-2.85099, -1.00225, -0.79201], [-1.30938, 1.85823, -0.18011], [-0.30716, 0.59105, 1.79693], [1.72297, -0.67267, 1.34274], [1.31233, 0.29581, -1.53048], [2.80624, -0.53030, -0.85513]], "forces_ev_per_angstrom": [[0.237, 0.320, 0.144], [0.070, -0.108, 0.433], [0.102, 0.016, 0.010], [0.067, 0.022, 0.038], [-0.590, -0.795, 0.077], [0.061, 0.332, -0.702], [0.140, 0.263, -0.024], [-0.166, 0.018, 0.200], [-0.108, 0.042, -0.102], [0.136, -0.110, 0.024], [-0.143, 0.108, -0.142], [0.193, -0.108, 0.045]], "nbo_charge": [0.459, -0.159, -0.200, -0.379, -0.657, -0.624, 0.350, 0.393, 0.204, 0.207, 0.206, 0.201]}

# 4
{"formula": "C6H10O", "method": "ωB97M-V with the def2-TZVPD basis set", "relative_energy_kj_mol": 141.8, "homo_energy_ev": -9.5886, "homo_lumo_gap_ev": 10.79, "smiles": "C1C[C@H](C2CC2)O1", "elements": ["C", "C", "C", "C", "C", "C", "O", "H", "H", "H", "H", "H", "H", "H", "H", "H", "H"], "coordinates": [[-1.77530, -0.13059, 1.21931], [-1.71443, 0.64943, -0.06493], [-0.98602, -0.65646, 0.05548], [0.52017, -0.68201, 0.12581], [1.32763, -0.28440, -1.12494], [2.01948, 0.69776, -0.17257], [1.07056, 0.42212, 0.87062], [-1.21267, 0.26474, 2.06018], [-2.70455, -0.62946, 1.48180], [-2.60299, 0.68907, -0.68923], [-1.11473, 1.55562, -0.05685], [-1.41208, -1.50698, -0.47636], [0.85271, -1.63833, 0.55916], [1.96046, -1.05684, -1.56892], [0.70880, 0.17855, -1.89801], [3.02502, 0.36379, 0.11771], [2.03794, 1.76399, -0.43828]], "forces_ev_per_angstrom": [[-0.043, -0.041, 0.195], [-0.030, 0.159, -0.127], [0.063, -0.099, -0.060], [-0.207, -0.260, -0.049], [-0.064, -0.050, -0.137], [0.236, 0.085, -0.118], [-0.075, 0.039, 0.147], [-0.068, -0.058, -0.151], [0.178, 0.082, -0.071], [0.165, -0.021, 0.106], [-0.081, -0.145, 0.004], [0.097, 0.138, 0.083], [-0.042, 0.150, -0.034], [-0.122, 0.127, 0.076], [0.102, -0.005, 0.133], [-0.111, 0.184, -0.020], [0.003, -0.287, 0.023]], "nbo_charge": [-0.414, -0.427, -0.258, 0.120, -0.453, -0.055, -0.541, 0.227, 0.213, 0.213, 0.221, 0.218, 0.171, 0.209, 0.211, 0.167, 0.178]}

# 5
{"formula": "C11H15ClSi", "method": "ωB97M-V with the def2-TZVPD basis set", "relative_energy_kj_mol": 423.5, "homo_energy_ev": [-7.8843, -6.2617], "homo_lumo_gap_ev": [7.85, 6.71], "elements": ["C", "C", "C", "C", "C", "C", "C", "C", "C", "C", "C", "Si", "Cl", "H", "H", "H", "H", "H", "H", "H", "H", "H", "H", "H", "H", "H", "H", "H"], "coordinates": [[-3.71296, 0.08492, -0.45341], [-3.28066, 0.77177, -1.52893], [-2.92012, -0.52654, 0.49973], [-1.87696, 0.93035, -1.64267], [-1.57572, -0.45083, 0.37267], [-1.02430, 0.29771, -0.72776], [-0.19586, 3.94079, 0.84364], [0.51241, 3.16435, 1.55636], [2.33297, -1.70728, -1.86750], [1.44003, -2.24928, 0.37770], [1.98345, -1.14969, -0.43734], [0.79317, 0.40818, -0.67956], [1.53097, 1.65125, -1.99552], [-4.75980, 0.02145, -0.26920], [-3.94331, 1.18775, -2.28007], [-3.33542, -1.12391, 1.25864], [-1.47311, 1.38292, -2.53303], [-1.03376, -1.11612, 1.02351], [-0.03117, 4.96672, 0.45238], [-1.01198, 3.63519, 0.13338], [1.11343, 2.99719, 2.44271], [2.78450, -0.93126, -2.48635], [3.06339, -2.60165, -1.80818], [1.36779, -1.99390, -2.35533], [2.29910, -2.91551, 0.50937], [0.72834, -2.94254, -0.04288], [0.88426, -1.85464, 1.29731], [2.82909, -0.80051, 0.03112]], "forces_ev_per_angstrom": [[-1.945, -0.243, 1.071], [2.071, 0.774, -0.642], [0.322, 0.405, -0.896], [-0.451, -0.934, 0.094], [0.355, 0.155, -1.332], [-0.390, -0.747, 0.583], [-1.445, 1.554, -3.307], [0.328, -1.390, 1.693], [0.155, -0.531, 0.486], [-0.939, -0.632, 2.006], [-2.639, 0.313, -3.646], [0.511, -1.345, 2.634], [0.847, 1.393, -1.855], [-0.859, -0.146, -0.156], [-0.003, -0.028, 0.204], [-0.664, -0.499, 0.874], [0.219, 0.349, 0.003], [0.763, 0.440, 0.126], [0.511, 0.057, 1.253], [0.473, -0.735, 0.819], [0.193, 0.276, -0.673], [0.117, -0.123, -0.024], [-1.240, 1.265, -0.109], [0.897, -0.133, 0.266], [-0.128, 0.007, 1.120], [-0.564, 0.260, -0.922], [1.476, -0.850, -0.654], [2.028, 1.090, 0.984]], "nbo_charge": [-0.206, -0.213, -0.202, -0.179, -0.183, -0.570, -0.533, -0.122, -0.618, -0.620, -0.599, 1.252, -0.376, 0.205, 0.220, 0.210, 0.214, 0.212, 0.210, 0.213, 0.203, 0.216, 0.207, 0.206, 0.214, 0.212, 0.207, 0.221]}

# 6
{"formula": "C2H34CdF6NO21S2", "method": "ωB97M-V with the def2-TZVPD basis set", "charge": 1, "relative_energy_kj_mol": 276.6, "homo_energy_ev": -12.7187, "homo_lumo_gap_ev": 8.95, "elements": ["Cd", "C", "F", "F", "F", "S", "O", "O", "N", "S", "O", "O", "C", "F", "F", "F", "O", "H", "H", "O", "H", "H", "O", "H", "H", "O", "H", "H", "O", "H", "H", "O", "H", "H", "O", "H", "H", "O", "H", "H", "O", "H", "H", "O", "H", "H", "O", "H", "H", "O", "H", "H", "O", "H", "H", "O", "H", "H", "O", "H", "H", "O", "H", "H", "O", "H", "H"], "coordinates": [[2.06460, -1.07179, 0.59584], [-1.06918, 1.75076, 0.58400], [-0.30878, 2.38077, -0.37432], [-0.47089, 1.79641, 1.84466], [-2.42956, 2.06069, 0.56230], [-1.06224, -0.10685, 0.06185], [-1.22522, -0.86969, 1.32968], [-2.19349, -0.36638, -0.82898], [0.59886, -0.39636, -0.52897], [0.48032, -0.06779, -2.08252], [-0.57150, 0.80814, -2.54548], [1.85961, 0.29336, -2.49623], [0.13444, -1.84867, -2.88578], [0.27630, -1.77487, -4.22828], [1.07114, -2.66335, -2.50048], [-1.10872, -2.29538, -2.73056], [2.17559, -5.10476, -3.10286], [1.27730, -5.28362, -3.38091], [2.30840, -4.17795, -3.30191], [2.42429, 2.59731, 2.37970], [2.94238, 3.40160, 2.34911], [1.53983, 2.88981, 2.59973], [-3.18839, 4.68786, 1.83891], [-3.22839, 5.64110, 1.91609], [-2.31063, 4.45897, 2.14451], [3.23691, -2.00859, -1.03171], [4.09968, -1.62964, -0.86358], [3.30831, -2.38891, -1.90720], [2.94636, 0.94481, 0.32650], [3.77907, 1.29675, 0.01191], [2.72636, 1.48870, 1.08283], [-1.42766, -3.97583, 1.38805], [-1.69757, -4.87747, 1.21362], [-2.13276, -3.61379, 1.92467], [-4.46693, -2.50364, -2.20390], [-4.67397, -1.72228, -1.69122], [-3.51052, -2.52166, -2.23827], [-2.19603, -5.48635, -2.38860], [-1.38717, -5.81478, -1.99602], [-2.31636, -4.61958, -2.00069], [1.57715, -0.06486, 2.45789], [1.90419, 0.77327, 2.78469], [1.15220, -0.46826, 3.21480], [1.14188, -2.87091, 0.98163], [0.28025, -3.23278, 0.77456], [1.46613, -3.41771, 1.69725], [-4.43259, 2.15856, 2.67051], [-4.14153, 2.44227, 3.53714], [-3.92855, 2.69660, 2.06003], [-2.41747, -1.96764, 3.65926], [-1.91704, -1.63876, 2.91252], [-3.07225, -2.54872, 3.27216], [-0.64655, 4.41289, 2.52653], [-0.20286, 4.47383, 1.68057], [-0.44909, 5.24242, 2.96141], [0.36402, 3.38424, -3.06485], [0.20756, 4.11100, -3.66782], [-0.40216, 2.81943, -3.16584], [0.22117, 3.10433, 4.66801], [-0.21710, 3.30289, 3.84053], [-0.21565, 3.66287, 5.31101], [2.36673, 3.95322, -1.47975], [3.14918, 3.41085, -1.57896], [1.67799, 3.46583, -1.93177], [3.22919, -2.34717, -4.03094], [3.15631, -2.52105, -4.96940], [3.87509, -1.64368, -3.96668]], "forces_ev_per_angstrom": [[2.376, -0.111, 0.871], [-0.437, -1.651, -1.011], [-1.717, 0.054, 2.577], [-1.539, 0.719, -2.602], [3.881, 0.188, 0.373], [-2.210, -2.882, 2.512], [1.613, 1.685, -2.021], [2.459, 0.862, 0.739], [-7.399, 2.186, -1.275], [3.428, 0.608, -4.121], [0.623, -1.101, 0.801], [-2.476, -1.221, 0.690], [-0.433, 2.123, -2.385], [0.083, 0.776, 0.448], [-0.140, -0.904, 1.556], [0.484, -0.141, 1.171], [0.192, -0.236, 0.230], [-0.233, -0.136, -0.138], [0.168, 0.160, -0.220], [0.013, -0.314, -0.074], [0.371, 0.228, 0.068], [-0.449, 0.186, 0.273], [-0.546, -0.088, -0.256], [-0.253, 0.221, -0.053], [0.217, 0.011, 0.114], [0.954, 0.069, 0.626], [0.546, -0.024, -0.212], [-0.482, -0.337, -0.733], [0.802, -0.330, -0.550], [0.249, 0.013, -0.343], [-0.291, 0.976, 0.654], [0.473, -0.090, -0.370], [-0.071, -0.348, -0.107], [-0.004, 0.274, 0.163], [-0.099, -0.331, -0.054], [-0.056, 0.252, 0.140], [0.190, 0.177, -0.072], [0.012, -0.076, -0.116], [0.211, -0.194, 0.076], [-0.188, 0.231, 0.088], [-0.091, -0.174, 0.868], [0.460, 0.612, 0.172], [-0.438, -0.333, 0.235], [0.415, -1.529, 0.779], [-1.248, -0.078, -0.037], [0.027, -0.407, 0.239], [-0.054, -0.545, 0.004], [-0.043, 0.102, 0.198], [-0.143, 0.434, -0.074], [0.185, -0.351, 0.320], [0.057, 0.400, -0.304], [-0.487, 0.075, 0.169], [0.426, -0.068, -0.130], [0.145, 0.091, -0.554], [0.070, 0.446, 0.256], [-0.259, 0.068, -0.176], [0.154, 0.329, -0.114], [-0.141, -0.432, 0.056], [0.542, -0.452, 0.222], [-0.374, 0.086, -0.174], [-0.055, 0.022, 0.328], [0.700, 0.259, 0.918], [0.195, 0.007, -0.141], [-0.596, -0.127, -0.524], [0.169, -0.076, 0.463], [-0.074, -0.177, -0.315], [0.133, 0.335, -0.139]], "nbo_charge": [1.793, 0.797, -0.293, -0.323, -0.274, 2.084, -0.968, -0.840, -1.335, 2.163, -0.897, -0.926, 0.775, -0.318, -0.316, -0.307, -0.942, 0.469, 0.472, -0.978, 0.513, 0.506, -0.971, 0.475, 0.472, -0.998, 0.488, 0.542, -1.004, 0.505, 0.511, -0.973, 0.490, 0.490, -0.930, 0.474, 0.458, -0.921, 0.459, 0.463, -1.014, 0.523, 0.524, -1.025, 0.552, 0.511, -0.941, 0.463, 0.477, -0.933, 0.481, 0.454, -0.956, 0.500, 0.503, -0.963, 0.487, 0.498, -0.973, 0.477, 0.479, -0.970, 0.451, 0.499, -0.977, 0.502, 0.484]}